Formula: C3H5FS
Source: the Open Molecules 2025 dataset
Level of theory: ωB97M-V with the def2-TZVPD basis set

Its calculated total energy is -615.26274 Eh. Its HOMO energy is -8.5 eV. The energy relative to the best compared isomer or geometry (same formula, charge and spin) is 46.6 kcal per mole. For the frontier orbital gap, the calculation gives 8.3586 eV. Its multiplicity is 1.

Last columns: bonded neighbours and bond lengths (Å).
Positions of all 10 atoms, in Å:
1 S 0.17087 -1.81649 -0.89791  C5 1.662
2 F 0.72004 1.75331 0.68390  C4 1.354
3 C -0.78971 0.21842 0.55817  C4 1.566, C5 1.406, H7 1.189, H8 0.990
4 C -0.56766 1.74111 0.26583  F2 1.354, C3 1.566, H6 1.111, H10 1.070
5 C 0.33160 -0.49286 0.09466  S1 1.662, C3 1.406, H9 1.218
6 H -1.27402 2.32605 0.89277  C4 1.111
7 H -0.70529 0.01685 1.72649  C3 1.189
8 H -1.73414 -0.03436 0.40230  C3 0.990
9 H 1.43106 -0.03609 0.34949  C5 1.218
10 H -0.77729 2.21147 -0.67154  C4 1.070